(1)
# C32H28N6O6S3Sc

C32H28N6O6S3Sc as an isolated structure (ωB97M-V/def2-TZVPD, the Open Molecules 2025 dataset).

```
76
Properties=species:S:1:pos:R:3
Sc -0.376 -0.486 -0.136
C 0.009 0.340 -3.761
C -0.272 1.561 -2.938
C -0.517 2.753 -3.623
C -0.825 3.906 -2.939
C -0.858 3.854 -1.557
C -0.588 2.651 -0.929
N -0.310 1.512 -1.591
C -0.687 2.577 0.551
C -0.552 3.708 1.342
C -0.740 3.599 2.706
C -1.046 2.365 3.248
C -1.121 1.267 2.406
N -0.940 1.375 1.085
C -1.317 -0.103 2.937
C -1.885 -0.313 4.177
C -1.929 -1.608 4.671
C -1.374 -2.616 3.919
C -0.843 -2.343 2.657
C -0.252 -3.468 1.872
N -0.848 -1.097 2.160
H 0.149 0.631 -4.802
H 0.889 -0.193 -3.418
H -0.837 -0.341 -3.704
H -0.478 2.745 -4.703
H -1.043 4.825 -3.466
H -1.137 4.723 -0.982
H -0.282 4.656 0.903
H -0.632 4.465 3.345
H -1.172 2.250 4.314
H -2.294 0.510 4.744
H -2.375 -1.814 5.635
H -1.352 -3.634 4.281
H 0.293 -4.129 2.547
H -1.036 -4.048 1.386
H 0.412 -3.130 1.086
C 3.452 -2.775 1.474
N 3.758 -1.903 0.350
C 4.707 -2.175 -0.611
C 4.666 -1.168 -1.502
N 3.690 -0.285 -1.071
C 3.123 -0.754 0.064
S 1.893 -0.058 1.035
C 3.361 0.908 -1.794
C 3.280 0.835 -3.178
C 3.062 2.020 -3.858
C 2.913 3.195 -3.134
C 2.986 3.134 -1.752
N 3.221 2.007 -1.082
H 4.259 -3.497 1.565
H 2.517 -3.296 1.285
H 3.374 -2.189 2.385
H 5.313 -3.062 -0.578
H 5.234 -0.987 -2.394
H 3.375 -0.120 -3.678
H 3.007 2.025 -4.939
H 2.745 4.142 -3.627
H 2.875 4.031 -1.152
O -3.710 -2.324 -1.352
S -2.329 -1.995 -1.448
O -2.030 -0.555 -1.669
O -1.511 -2.316 -0.242
C -1.660 -2.920 -2.816
C -2.631 -3.361 -3.708
C -2.280 -4.085 -4.838
C -0.954 -4.375 -5.083
C 0.026 -3.936 -4.204
C -0.305 -3.209 -3.068
S 1.111 -2.779 -2.060
O 2.232 -2.693 -2.957
O 1.200 -3.723 -0.979
O 0.792 -1.397 -1.551
H -3.668 -3.142 -3.499
H -3.051 -4.422 -5.517
H -0.670 -4.944 -5.959
H 1.069 -4.145 -4.394
```

Results
HOMO level   -10.9193 eV
Orbital gap   0.2819 Eh
Total charge   +1
Relative energy (zero: lowest compared OMol25 entry of this formula, charge and spin)   0.40 kcal/mol
Total energy   -3971.609270 hartree

(2)
# C32H29Br2IN4O4Y

C32H29Br2IN4O4Y as an isolated structure (ωB97M-V/def2-TZVPD, the Open Molecules 2025 dataset).

```
73
Properties=species:S:1:pos:R:3
Y 0.145 -1.017 -0.414
C 4.282 -0.191 -1.425
C 3.299 0.903 -1.697
N 3.700 2.151 -1.656
C 2.820 3.141 -1.898
C 1.501 2.930 -2.204
C 0.577 4.095 -2.442
O -0.012 4.095 -3.740
C 1.035 1.592 -2.228
C -0.346 1.333 -2.604
N -1.087 0.396 -2.122
C -2.430 0.324 -2.595
C -3.145 1.460 -2.982
C -4.453 1.368 -3.422
C -5.090 0.137 -3.475
C -4.410 -1.001 -3.074
C -3.100 -0.896 -2.634
I -2.124 -2.651 -2.044
C 1.940 0.552 -1.970
O 1.576 -0.713 -1.961
H 5.257 0.242 -1.219
H 4.354 -0.863 -2.283
H 3.955 -0.787 -0.570
H 3.213 4.150 -1.837
H 1.115 5.028 -2.257
H -0.264 4.066 -1.744
H 0.682 4.235 -4.394
H -0.748 2.013 -3.353
H -2.675 2.435 -2.929
H -4.979 2.266 -3.717
H -6.112 0.059 -3.818
H -4.897 -1.966 -3.105
C -2.293 1.771 0.442
C -0.996 1.960 1.171
C -0.840 3.124 1.949
C 0.298 3.321 2.672
C 1.310 2.339 2.655
C 2.503 2.396 3.417
Br 2.857 3.892 4.519
C 3.402 1.372 3.378
C 3.167 0.251 2.565
Br 4.417 -1.160 2.541
C 2.047 0.149 1.767
O 1.792 -0.856 0.973
C 1.093 1.213 1.836
N -0.047 1.042 1.085
H -3.128 2.025 1.096
H -2.430 0.751 0.090
H -2.349 2.430 -0.426
H -1.643 3.848 1.972
H 0.425 4.208 3.277
H 4.305 1.413 3.971
O 0.988 -3.242 -0.743
C 0.576 -4.505 -0.186
C 1.209 -4.795 1.159
C 1.064 -3.660 2.182
C -0.349 -3.209 2.422
C -1.071 -3.683 3.512
C -2.358 -3.232 3.744
C -2.909 -2.304 2.873
C -2.140 -1.891 1.806
N -0.897 -2.325 1.568
H 1.941 -3.213 -0.909
H 0.797 -5.298 -0.903
H -0.507 -4.430 -0.089
H 2.275 -5.001 1.026
H 0.759 -5.717 1.536
H 1.649 -2.799 1.859
H 1.487 -3.999 3.128
H -0.608 -4.395 4.182
H -2.920 -3.593 4.594
H -3.906 -1.913 3.013
H -2.547 -1.177 1.094
```

Results
HOMO level   -10.0927 eV
Orbital gap   0.2599 Eh
Total charge   +1
Relative energy (zero: lowest compared OMol25 entry of this formula, charge and spin)   0.47 kcal/mol
Total energy   -7240.894754 hartree

(3)
# C32H30BiClIN4O4S3

C32H30BiClIN4O4S3 as an isolated structure (ωB97M-V/def2-TZVPD, the Open Molecules 2025 dataset).

```
76
Properties=species:S:1:pos:R:3
Bi -0.472 -0.541 -0.461
C -2.704 -3.636 0.020
C -1.798 -3.404 -1.162
N -0.551 -3.630 -0.980
N 0.255 -3.693 -2.084
C 1.289 -2.961 -2.130
S 1.790 -1.663 -1.041
S 2.433 -3.280 -3.472
C 1.321 -3.028 -4.899
C 1.508 -1.703 -5.581
C 2.064 -1.638 -6.853
C 2.254 -0.416 -7.485
C 1.887 0.758 -6.845
C 1.330 0.700 -5.572
C 1.141 -0.519 -4.943
C -2.387 -2.939 -2.441
C -3.486 -3.615 -2.971
C -4.049 -3.254 -4.180
C -3.515 -2.163 -4.865
C -2.461 -1.447 -4.341
C -1.870 -1.802 -3.111
O -0.879 -1.077 -2.639
H -2.690 -4.691 0.297
H -3.727 -3.341 -0.208
H -2.359 -3.055 0.876
H 0.308 -3.159 -4.516
H 1.528 -3.842 -5.593
H 2.354 -2.556 -7.354
H 2.689 -0.383 -8.477
H 2.038 1.714 -7.331
H 1.052 1.612 -5.058
H 0.702 -0.563 -3.952
H -3.886 -4.463 -2.424
H -4.882 -3.811 -4.587
H -3.940 -1.862 -5.816
H -2.051 -0.588 -4.859
C 0.342 2.399 6.624
C -0.516 3.141 5.640
C -0.780 4.495 5.795
C -1.613 5.153 4.907
Cl -1.932 6.858 5.140
C -2.193 4.487 3.846
C -1.929 3.136 3.666
C -1.101 2.469 4.561
O -0.779 1.149 4.439
C -1.760 0.204 4.004
C -1.650 -0.160 2.514
O -1.509 -1.373 2.257
O -1.692 0.785 1.681
H 0.993 3.087 7.163
H 0.962 1.657 6.126
H -0.280 1.871 7.352
H -0.333 5.039 6.618
H -2.829 5.019 3.152
H -2.331 2.588 2.824
H -2.767 0.575 4.222
H -1.575 -0.698 4.584
I 2.067 2.100 -1.672
C 0.042 1.485 -1.406
H -0.381 1.428 -2.407
H -0.441 2.288 -0.852
N 5.100 0.973 4.269
C 3.969 1.698 4.299
S 3.773 3.000 5.283
C 2.918 1.209 3.356
C 2.776 -0.147 3.080
C 1.873 -0.543 2.108
N 1.133 0.328 1.427
C 1.211 1.618 1.749
C 2.086 2.104 2.702
H 5.870 1.267 4.846
H 5.254 0.285 3.552
H 3.350 -0.897 3.609
H 1.749 -1.586 1.846
H 0.550 2.286 1.214
H 2.138 3.161 2.920
```

Results
HOMO level   -5.2391 eV
Orbital gap   0.2471 Eh
Total charge   -1
Total energy   -3924.567808 hartree